Entry 1:
Computed, not measured: a molecular structure, C46H55BGeN6S3V, with ωB97M-V with the def2-TZVPD basis set.

The frontier orbital gap (spin up / spin down) is 7.0 / 7.0 eV. The charge is +1. The calculation puts the LUMO energy (spin up / spin down) at -3.2 / -3.2 eV.

Cartesian coordinates (Å):
V (0.87737, -0.07516, 0.02417)
C (-3.62852, -1.66444, -2.17672)
C (-2.95159, -2.29884, -1.00683)
C (-3.27116, -3.53716, -0.53604)
C (-2.56350, -4.09566, 0.55850)
N (-1.61671, -3.42987, 1.15809)
N (-1.30401, -2.21583, 0.69910)
B (-0.22691, -1.38912, 1.47227)
N (-0.96209, -0.57847, 2.58176)
N (-1.92308, -1.21138, 3.26758)
C (-2.53247, -0.57185, 4.22590)
C (-2.16917, 0.75813, 4.55950)
C (-1.20490, 1.40998, 3.85445)
C (-0.80623, 2.82254, 4.13058)
C (-0.59745, 0.68299, 2.78825)
S (0.50751, 1.44450, 1.69923)
C (-3.65821, -1.28550, 4.95532)
C (-4.95055, -0.47921, 4.76986)
C (-3.31774, -1.37007, 6.44995)
C (-3.85446, -2.69196, 4.39449)
N (0.74811, -2.39702, 2.17460)
N (0.32611, -3.01522, 3.27358)
C (1.11265, -3.86996, 3.87129)
C (2.32240, -4.27214, 3.26240)
C (2.79068, -3.60065, 2.16926)
C (4.10902, -3.90514, 1.53184)
C (1.99201, -2.52301, 1.70224)
S (2.69808, -1.30207, 0.69234)
C (0.66549, -4.36064, 5.24032)
C (0.17810, -3.15288, 6.05178)
C (-0.47849, -5.36822, 5.08713)
C (1.82683, -5.02104, 5.98634)
C (-1.87977, -1.63424, -0.34761)
S (-1.25149, -0.11832, -0.91321)
C (-2.88016, -5.49596, 1.05704)
C (-4.35413, -5.55474, 1.48191)
C (-2.62850, -6.49285, -0.08105)
C (-2.00152, -5.84956, 2.25494)
H (-4.41777, -2.30848, -2.55866)
H (-2.90599, -1.47006, -2.97146)
H (-4.05786, -0.70090, -1.89945)
H (-4.05762, -4.10899, -1.01142)
H (-2.68043, 1.26576, 5.36713)
H (-1.31684, 3.19912, 5.01433)
H (-1.05230, 3.45805, 3.27846)
H (0.27121, 2.89914, 4.27993)
H (-4.88126, 0.51522, 5.21345)
H (-5.77819, -0.99851, 5.25480)
H (-5.19383, -0.36670, 3.71196)
H (-3.23453, -0.38172, 6.90396)
H (-2.37913, -1.90107, 6.61340)
H (-4.10769, -1.90758, 6.97575)
H (-4.15878, -2.65662, 3.34768)
H (-4.62911, -3.20440, 4.96662)
H (-2.93213, -3.27085, 4.44688)
H (2.89697, -5.08767, 3.68057)
H (4.50824, -4.84281, 1.91288)
H (4.82525, -3.10763, 1.73872)
H (4.01179, -3.96608, 0.44784)
H (-0.59269, -2.61033, 5.50582)
H (0.99901, -2.46461, 6.26375)
H (-0.23511, -3.49335, 7.00265)
H (-1.36230, -4.88697, 4.66959)
H (-0.73938, -5.77668, 6.06444)
H (-0.19779, -6.19874, 4.43663)
H (2.71191, -4.38238, 6.01047)
H (2.10167, -5.98343, 5.55105)
H (1.52492, -5.20703, 7.01701)
H (-5.03166, -5.34898, 0.65221)
H (-4.55940, -4.83820, 2.27859)
H (-4.58632, -6.55238, 1.85601)
H (-3.26525, -6.30042, -0.94607)
H (-2.84124, -7.50468, 0.26603)
H (-1.58756, -6.45863, -0.40717)
H (-2.15157, -5.13554, 3.06352)
H (-0.94292, -5.83386, 1.99359)
H (-2.25863, -6.84694, 2.61374)
C (0.97550, 1.44126, -0.96078)
Ge (2.38757, 1.08836, -2.32936)
C (4.05677, 0.57978, -1.44426)
C (4.89669, -0.38466, -1.99664)
C (6.10505, -0.70006, -1.39204)
C (6.49010, -0.04585, -0.22980)
C (5.66716, 0.92538, 0.32367)
C (4.45745, 1.23467, -0.28103)
C (2.77715, 2.71650, -3.31571)
C (2.50152, 3.95804, -2.74608)
C (2.89205, 5.13001, -3.37829)
C (3.56420, 5.07204, -4.58962)
C (3.85116, 3.84164, -5.16261)
C (3.46429, 2.67101, -4.52703)
C (1.75558, -0.42774, -3.39413)
C (1.69238, -0.45754, -4.78458)
C (1.20062, -1.57284, -5.45314)
C (0.75907, -2.67806, -4.74217)
C (0.80436, -2.66666, -3.35415)
C (1.29748, -1.54833, -2.70430)
H (0.48782, 2.41485, -1.03746)
H (4.59999, -0.91002, -2.89825)
H (6.74781, -1.45404, -1.82822)
H (7.43451, -0.28789, 0.24050)
H (5.96760, 1.44128, 1.22660)
H (3.81614, 1.98570, 0.16929)
H (1.97708, 4.02076, -1.79976)
H (2.67237, 6.08766, -2.92482)
H (3.86873, 5.98439, -5.08500)
H (4.38358, 3.79235, -6.10329)
H (3.72473, 1.71995, -4.97816)
H (2.01127, 0.40083, -5.36336)
H (1.15987, -1.57528, -6.53443)
H (0.37884, -3.54488, -5.26648)
H (0.45849, -3.52201, -2.78600)
H (1.33002, -1.56939, -1.61116)

Entry 2:
Computed, not measured: a molecular structure, C46H55IrNO2Si, with ωB97M-V with the def2-TZVPD basis set.

The frontier orbital gap (spin up / spin down) is 5.3 / 3.1 eV. As for the expectation value of S²: 0.801. The charge is +2. The spin multiplicity is 2. The calculation puts the LUMO energy (spin up / spin down) at -7.9 / -9.8 eV.

Cartesian coordinates (Å):
Ir (-1.10790, -0.39205, -0.26345)
C (4.06210, -0.10125, 4.67385)
C (4.44760, -0.52205, 3.24295)
C (5.09020, 0.67745, 2.54275)
C (5.44940, -1.68705, 3.28325)
C (3.18980, -0.98425, 2.54795)
C (2.74880, -0.41505, 1.35995)
C (1.49360, -0.73945, 0.86585)
N (0.89390, -0.15985, -0.19635)
C (1.40090, 0.71605, -1.10075)
C (2.68400, 0.77805, -1.61765)
C (3.01070, 1.75435, -2.56215)
C (2.06210, 2.74865, -2.82305)
C (0.76720, 2.72985, -2.33485)
C (0.35230, 1.56345, -1.64245)
O (-0.86650, 1.20025, -1.42515)
C (-0.11850, 3.95605, -2.45765)
C (-1.42250, 3.83685, -1.67025)
C (-0.44410, 4.18205, -3.94095)
C (0.67390, 5.14465, -1.88955)
C (4.33370, 1.69135, -3.28325)
C (4.61820, 2.94445, -4.11225)
C (4.23270, 0.47315, -4.22745)
C (5.50030, 1.48895, -2.30835)
C (0.60010, -1.63295, 1.57915)
O (-0.62440, -1.67995, 1.15705)
C (1.11770, -2.32135, 2.70915)
C (2.38770, -1.97255, 3.13835)
C (0.27050, -3.28415, 3.52225)
C (1.14480, -4.32175, 4.24425)
C (-0.74530, -4.03825, 2.66345)
C (-0.47380, -2.44225, 4.57655)
H (4.92250, 0.33855, 5.17025)
H (3.26630, 0.64155, 4.64415)
H (3.72510, -0.94395, 5.27245)
H (5.93080, 1.03595, 3.12935)
H (5.46670, 0.40615, 1.55955)
H (4.38050, 1.49695, 2.45015)
H (6.37240, -1.36785, 3.75765)
H (5.05690, -2.53165, 3.84065)
H (5.67880, -2.01625, 2.27355)
H (3.33320, 0.33115, 0.84785)
H (3.40070, 0.02005, -1.33985)
H (2.36380, 3.58675, -3.42735)
H (-2.08000, 3.08215, -2.09235)
H (-1.23010, 3.59355, -0.62685)
H (-1.95100, 4.78635, -1.69845)
H (-0.95990, 3.31865, -4.35335)
H (-1.09130, 5.04915, -4.03265)
H (0.45740, 4.35885, -4.51995)
H (0.96740, 4.94905, -0.86035)
H (1.57060, 5.34855, -2.46555)
H (0.05530, 6.03635, -1.90435)
H (3.87390, 3.10395, -4.88885)
H (4.67780, 3.82645, -3.47665)
H (5.57880, 2.83145, -4.60595)
H (3.42740, 0.61075, -4.94565)
H (5.16610, 0.36275, -4.77195)
H (4.04990, -0.44035, -3.66765)
H (5.51030, 2.27475, -1.55695)
H (5.46140, 0.52275, -1.81485)
H (6.43450, 1.53635, -2.85975)
H (2.76230, -2.46655, 4.01725)
H (1.82550, -4.81115, 3.55185)
H (1.71630, -3.87935, 5.05645)
H (0.50300, -5.08195, 4.68115)
H (-0.24170, -4.61735, 1.89345)
H (-1.31580, -4.71975, 3.28955)
H (-1.44560, -3.35685, 2.18595)
H (0.23080, -1.89305, 5.19825)
H (-1.14770, -1.72955, 4.10395)
H (-1.05600, -3.10025, 5.21785)
C (-4.65890, 0.54765, 3.84965)
C (-3.57600, 1.14285, 3.22005)
C (-3.24570, 0.77045, 1.93055)
C (-3.97680, -0.21615, 1.26575)
C (-5.05520, -0.81385, 1.90965)
C (-5.39320, -0.42775, 3.19495)
Si (-3.45710, -0.76785, -0.50265)
C (-4.29660, 0.38025, -1.79685)
C (-3.62150, 0.86725, -2.91085)
C (-4.29080, 1.64465, -3.84125)
C (-5.63450, 1.92635, -3.66805)
C (-6.30860, 1.44295, -2.56035)
C (-5.64080, 0.68545, -1.61355)
C (-3.77820, -2.59825, -0.95905)
C (-3.84940, -3.57225, 0.03775)
C (-4.12570, -4.88735, -0.28875)
C (-4.31110, -5.25295, -1.61345)
C (-4.23660, -4.29355, -2.61145)
C (-3.96730, -2.97505, -2.29025)
H (-4.93360, 0.84975, 4.84825)
H (-3.00100, 1.89905, 3.73095)
H (-2.41520, 1.26415, 1.42905)
H (-5.63330, -1.57715, 1.40995)
H (-6.23280, -0.89405, 3.68675)
H (-2.57580, 0.64225, -3.05955)
H (-3.76090, 2.03185, -4.69855)
H (-6.15390, 2.53225, -4.39395)
H (-7.35600, 1.66215, -2.42105)
H (-6.17250, 0.32715, -0.74455)
H (-3.71020, -3.29955, 1.07355)
H (-4.18590, -5.63085, 0.49025)
H (-4.50860, -6.28375, -1.86735)
H (-4.38240, -4.57515, -3.64255)
H (-3.93020, -2.23525, -3.07665)

What is the charge in the second record?
+2